No. 1
{"formula": "C6H12", "method": "ωB97M-V/def2-TZVPD", "smiles": "CC(C)=C(C)C", "e_above_lowest_ev": 1.210, "e_homo_ev": -8.74, "symbols": ["C", "C", "C", "C", "C", "C", "H", "H", "H", "H", "H", "H", "H", "H", "H", "H", "H", "H"], "coordinates": [[-0.06722, -0.16784, 1.97048], [0.12153, 0.22699, -1.96780], [1.52344, -1.25516, -0.30870], [-1.57987, 1.19622, 0.30545], [-0.31915, 0.17357, 0.54070], [0.30191, -0.18601, -0.54649], [-0.62236, -1.06366, 2.25448], [-0.40070, 0.64847, 2.60900], [-0.28976, 1.23066, -2.04106], [-0.54743, -0.46341, -2.48504], [1.08212, 0.20754, -2.48070], [1.65837, -1.79946, -1.23994], [1.30881, -1.97074, 0.48017], [2.43891, -0.71191, -0.07575], [-2.27306, 1.04317, 1.12898], [-1.21876, 2.22420, 0.32824], [-2.10661, 1.01112, -0.62639], [0.98984, -0.34376, 2.15438]], "forces_ev_per_a": [[0.2, -0.2, -0.2], [-0.3, 0.1, 0.2], [-1.6, 1.5, -0.9], [1.7, -1.4, 0.8], [-3.6, 3.0, -0.5], [3.6, -3.0, 0.5], [0.0, 0.0, 0.1], [0.0, 0.0, 0.1], [-0.1, 0.1, -0.1], [0.0, 0.0, -0.1], [0.0, 0.0, 0.0], [0.2, -0.1, 0.0], [-0.1, 0.1, 0.1], [0.1, 0.0, 0.0], [-0.2, 0.1, 0.0], [-0.1, 0.1, 0.0], [0.1, -0.1, -0.1], [0.1, -0.1, 0.1]], "nbo_charge": [-0.649, -0.646, -0.644, -0.645, 0.021, 0.007, 0.220, 0.217, 0.219, 0.220, 0.217, 0.205, 0.209, 0.209, 0.204, 0.209, 0.209, 0.219]}

=====

No. 2
{"formula": "C6H12AlF5NO2S", "method": "ωB97M-V/def2-TZVPD", "charge": -1, "e_homo_ev": -5.08, "symbols": ["C", "C", "C", "C", "N", "Al", "S", "O", "O", "C", "F", "F", "C", "F", "F", "F", "H", "H", "H", "H", "H", "H", "H", "H", "H", "H", "H", "H"], "coordinates": [[2.72119, -0.32654, 0.21054], [2.09466, 0.89758, 0.87354], [1.73536, 2.00179, -0.12485], [0.42719, 1.71249, -0.86008], [-0.74430, 2.05982, -0.05516], [-2.35076, 1.23678, -0.38043], [-2.29394, -0.72633, 1.03066], [-3.57683, -1.41260, 1.12461], [-1.60123, -0.34756, 2.26053], [-1.18041, -2.19745, 0.47876], [0.09449, -1.94438, 0.83471], [-1.58186, -3.29110, 1.14183], [-1.19107, -2.52670, -1.02683], [-2.41176, -2.33852, -1.54125], [-0.33370, -1.73780, -1.69156], [-0.84204, -3.80471, -1.26183], [2.30451, -0.49495, -0.78589], [2.54357, -1.23732, 0.78335], [3.80233, -0.20369, 0.09790], [2.77590, 1.29989, 1.62898], [1.18920, 0.59901, 1.41196], [1.62399, 2.96088, 0.39191], [2.55642, 2.12768, -0.84101], [0.44725, 0.65508, -1.16902], [0.39425, 2.28788, -1.79323], [-0.48543, 2.01228, 0.92663], [-3.62738, 1.96953, 0.24017], [-2.48960, 0.76896, -1.90493]], "forces_ev_per_a": [[0.1, -0.1, -0.1], [-0.1, 0.1, 0.1], [0.0, 0.1, 0.0], [0.1, 0.1, -0.1], [0.1, -0.5, 0.2], [0.0, 0.7, -0.5], [0.1, -0.4, -0.1], [-0.1, 0.0, 0.2], [-0.1, 0.0, 0.1], [0.0, 0.3, -0.2], [0.3, 0.0, 0.0], [-0.2, -0.2, 0.2], [-0.2, 0.2, -0.2], [0.2, -0.1, 0.0], [-0.1, -0.1, 0.1], [0.1, 0.1, 0.0], [0.0, 0.0, 0.1], [0.1, 0.0, 0.0], [0.0, 0.0, -0.1], [0.0, -0.1, 0.0], [0.0, 0.0, 0.0], [0.0, 0.0, 0.0], [0.0, -0.1, 0.0], [0.0, 0.0, 0.0], [0.0, 0.0, 0.0], [-0.1, 0.1, 0.0], [0.0, -0.2, 0.2], [0.0, -0.1, 0.0]], "nbo_charge": [-0.609, -0.409, -0.401, -0.205, -1.154, 1.117, 1.612, -0.973, -0.979, 0.368, -0.325, -0.314, 0.907, -0.305, -0.313, -0.322, 0.204, 0.213, 0.187, 0.188, 0.218, 0.199, 0.185, 0.158, 0.172, 0.366, -0.384, -0.399]}

=====

No. 3
{"formula": "C6H12AsAuN3PS4", "method": "ωB97M-V/def2-TZVPD", "charge": -2, "e_homo_ev": -0.41, "symbols": ["Au", "S", "As", "S", "S", "S", "C", "N", "C", "N", "C", "N", "C", "P", "C", "C", "H", "H", "H", "H", "H", "H", "H", "H", "H", "H", "H", "H"], "coordinates": [[-0.19492, 0.36170, 0.94811], [3.85228, -1.40728, 3.12030], [2.60289, 0.25526, 2.58296], [2.16076, 0.24974, 0.36231], [0.48329, -0.02825, 3.29074], [3.26994, 2.21994, 3.14271], [-4.65085, -1.98384, -0.32537], [-3.38080, -2.54419, -0.77664], [-3.22816, -2.25284, -2.19807], [-3.34162, -0.83916, -2.54925], [-4.61358, -0.34246, -2.03191], [-4.82058, -0.55177, -0.60209], [-3.87377, 0.25984, 0.19540], [-2.10419, -0.13526, -0.13247], [-2.25930, -1.97810, 0.00088], [-2.22243, -0.06544, -1.98200], [-4.75359, -2.14806, 0.74876], [-5.45952, -2.51455, -0.83801], [-4.01235, -2.79198, -2.73979], [-2.25590, -2.62181, -2.52899], [-5.41771, -0.86110, -2.56392], [-4.69231, 0.72649, -2.24527], [-4.07643, 0.11610, 1.25912], [-4.05516, 1.31671, -0.01996], [-2.37054, -2.23353, 1.05640], [-1.31568, -2.42040, -0.32222], [-1.27107, -0.42697, -2.37741], [-2.31947, 0.97692, -2.29891]], "forces_ev_per_a": [[-0.4, -0.3, -0.1], [-0.2, 0.3, -0.1], [0.0, 0.1, 0.0], [0.0, 0.1, 0.2], [0.1, 0.1, -0.1], [0.0, -0.4, 0.0], [0.0, 0.1, 0.0], [0.0, 0.1, 0.1], [0.0, 0.0, 0.0], [0.0, 0.1, 0.0], [0.0, 0.0, 0.0], [0.1, -0.1, 0.1], [-0.3, 0.0, -0.1], [0.8, -0.1, 0.1], [-0.2, 0.0, -0.1], [-0.1, 0.1, 0.0], [0.0, 0.0, 0.0], [0.0, 0.0, 0.0], [0.0, 0.0, 0.0], [0.0, 0.0, 0.0], [0.0, 0.0, 0.0], [0.0, 0.0, 0.0], [0.0, 0.0, 0.0], [0.0, 0.0, 0.0], [0.0, 0.0, 0.0], [0.0, 0.0, -0.1], [0.0, -0.1, 0.0], [0.0, 0.0, 0.0]], "nbo_charge": [0.565, -0.843, 0.987, -0.875, -0.890, -0.847, -0.068, -0.472, -0.068, -0.476, -0.067, -0.475, -0.558, 0.729, -0.553, -0.563, 0.195, 0.179, 0.178, 0.198, 0.180, 0.188, 0.225, 0.213, 0.234, 0.240, 0.233, 0.212]}

=====

No. 4
{"formula": "C6H12BeClN2", "method": "ωB97M-V/def2-TZVPD", "charge": -1, "e_above_lowest_ev": 0.466, "e_homo_ev": [0.07, -1.58], "symbols": ["C", "Be", "N", "H", "H", "H", "H", "H", "H", "H", "H", "Cl", "C", "C", "C", "C", "N", "C", "H", "H", "H", "H"], "coordinates": [[-0.55955, -0.70312, -2.33591], [-0.10464, -1.30564, -0.61747], [-1.09568, -2.21697, 0.46047], [1.02960, -2.12801, -0.77429], [-0.50402, -2.40743, 1.27633], [-1.15173, -1.15922, -1.43540], [-0.56785, -1.43886, -3.15136], [0.48311, -0.34729, -2.27111], [-1.13669, 0.18983, -2.60261], [-1.88868, -1.66081, 0.81529], [-1.45285, -3.10970, 0.13504], [-0.89708, 3.91450, 0.35527], [-0.09675, 2.44243, 0.71385], [1.07864, 2.43368, 1.47123], [1.73884, 1.21734, 1.65258], [1.24847, 0.07455, 1.04211], [0.09802, 0.09213, 0.32133], [-0.59782, 1.25625, 0.17856], [1.45602, 3.36395, 1.86946], [2.66323, 1.14443, 2.22572], [1.77894, -0.88447, 1.07958], [-1.52153, 1.23244, -0.40868]], "forces_ev_per_a": [[-0.4, 0.3, -1.1], [2.6, -0.8, 3.1], [-0.7, 0.3, 0.2], [-0.1, 0.3, -0.4], [0.1, -0.1, 0.0], [-0.8, 0.8, -2.5], [-0.3, 0.2, 0.4], [-0.5, -0.4, 0.6], [-0.2, -0.4, 0.1], [0.0, -0.4, -0.1], [-0.3, -0.3, -0.1], [-0.4, 0.7, 0.0], [-0.3, -2.2, -0.7], [-0.2, 1.6, 0.3], [0.3, -2.1, -0.4], [1.2, 1.2, 1.2], [0.0, -1.3, -1.0], [0.1, 2.1, 0.2], [0.1, 0.0, 0.0], [-0.2, 0.1, -0.1], [-0.3, 0.5, 0.1], [0.4, 0.1, 0.3]], "nbo_charge": [-0.944, 1.096, -1.471, -0.661, 0.381, 0.082, 0.245, 0.278, 0.243, 0.349, 0.328, -0.033, -0.065, -0.394, -0.279, -0.019, -0.842, -0.100, 0.201, 0.201, 0.209, 0.193]}

=====

No. 5
{"formula": "C6H12BrN2", "method": "ωB97M-V/def2-TZVPD", "charge": 1, "e_above_lowest_ev": 0.053, "e_homo_ev": -13.80, "symbols": ["C", "C", "C", "C", "C", "C", "N", "N", "Br", "H", "H", "H", "H", "H", "H", "H", "H", "H", "H", "H", "H"], "coordinates": [[-1.01305, 0.12777, 0.36491], [-2.82039, 1.36187, -1.09568], [-1.49336, 1.31667, -1.84958], [3.22465, -0.80309, 0.64760], [1.70117, -0.70741, 0.96158], [0.79068, -0.40623, -0.16534], [-1.73727, 0.58480, -0.62253], [-1.40114, -0.33860, 1.52052], [0.30764, -1.80087, -1.43383], [-3.10182, 2.36704, -0.55421], [-3.71757, 0.74649, -1.48948], [-1.52079, 0.81214, -2.83235], [-0.78077, 2.10018, -1.63885], [3.73518, -0.92496, 1.47864], [3.53112, -1.82484, 0.25796], [3.52222, -0.05755, -0.00625], [1.36110, -1.63760, 1.53823], [1.59557, 0.00828, 1.82277], [0.98961, 0.40458, -0.84149], [-0.76556, -0.93547, 2.13834], [-2.40722, -0.39323, 1.79905]], "forces_ev_per_a": [[3.4, -1.9, -1.7], [-2.2, 1.7, 0.2], [-0.8, -0.2, 0.3], [-3.3, -3.3, -3.1], [0.2, -1.1, 2.7], [-4.1, 1.0, -0.1], [1.0, -0.8, 0.8], [-0.7, -1.1, 1.9], [0.4, -0.2, 0.5], [0.6, -2.3, -0.9], [1.7, 1.2, 0.6], [0.5, 0.0, 0.9], [-0.2, 0.4, -0.6], [2.4, 0.8, 4.4], [-0.9, 1.1, -0.6], [0.9, 1.5, -1.0], [0.4, 0.7, -1.3], [-0.1, 0.2, -1.2], [0.6, 0.5, 0.3], [-1.0, 1.5, -1.5], [1.2, 0.3, -0.4]], "nbo_charge": [0.580, -0.223, -0.215, -0.584, -0.509, -0.176, -0.407, -0.757, 0.079, 0.246, 0.251, 0.251, 0.226, 0.229, 0.227, 0.218, 0.225, 0.244, 0.219, 0.445, 0.431]}

=====

No. 6
{"formula": "C6H12BrN3Si", "method": "ωB97M-V/def2-TZVPD", "smiles": "Cn1nnc(Br)c1[Si](C)(C)C", "e_above_lowest_ev": 0.000, "e_homo_ev": -9.11, "symbols": ["C", "C", "C", "C", "C", "C", "N", "N", "N", "Si", "Br", "H", "H", "H", "H", "H", "H", "H", "H", "H", "H", "H", "H"], "coordinates": [[0.24874, -1.86936, -1.60611], [0.30567, -0.64517, -0.97985], [1.27350, 1.53679, -1.79245], [0.85860, 1.06618, 1.72692], [-0.69769, -1.62647, 1.91804], [-2.10335, 0.72429, 0.51032], [0.79275, -1.76369, -2.83543], [1.12893, -0.53485, -2.98098], [0.84159, 0.14196, -1.88439], [-0.33475, -0.16547, 0.82615], [-0.43138, -3.56535, -1.06524], [2.37012, 1.59892, -1.53968], [1.15535, 1.83156, -2.81227], [0.72609, 2.12042, -0.90070], [0.46202, 1.26719, 2.70959], [2.01399, 0.83242, 1.65606], [0.76729, 2.04474, 1.17710], [0.15953, -2.28417, 2.04687], [-0.93231, -1.18308, 2.83915], [-1.48647, -2.28606, 1.66932], [-1.97155, 1.76178, 0.72347], [-2.29243, 0.80602, -0.52703], [-2.85421, 0.19141, 1.12112]], "forces_ev_per_a": [[0.0, -0.9, -0.1], [-1.5, -1.0, 3.7], [0.4, 0.2, 2.3], [1.4, 0.1, -2.2], [1.5, -0.3, -1.0], [2.2, -1.1, 1.1], [-0.5, -0.2, 0.2], [0.9, 0.7, -1.6], [0.7, 0.8, 0.0], [-1.0, 0.8, -1.3], [0.2, 0.8, 0.0], [-1.0, -0.3, -0.2], [-0.3, 1.2, -0.3], [0.8, -1.3, -2.6], [0.3, -0.2, 0.6], [-2.4, 0.2, 0.6], [0.0, -0.8, 0.5], [0.3, 0.1, 0.2], [-0.3, 0.6, 1.6], [-1.0, -0.4, -0.7], [-0.2, 0.8, 1.0], [-0.6, -0.8, -1.2], [0.1, 0.6, -0.5]], "nbo_charge": [0.009, -0.283, -0.414, -1.100, -1.113, -1.055, -0.253, -0.076, -0.167, 1.542, 0.070, 0.216, 0.240, 0.222, 0.244, 0.253, 0.226, 0.249, 0.233, 0.255, 0.225, 0.237, 0.240]}

=====

No. 7
{"formula": "C6H12BrNNaO2PS", "method": "ωB97M-V/def2-TZVPD", "e_above_lowest_ev": 0.000, "e_homo_ev": -6.74, "symbols": ["N", "C", "C", "C", "C", "C", "C", "Br", "P", "O", "O", "S", "H", "H", "H", "H", "H", "H", "H", "H", "H", "H", "H", "H", "Na"], "coordinates": [[1.91468, 0.69040, 1.74664], [2.20193, 1.04235, 0.56117], [0.99743, 1.19838, -0.31916], [0.11522, -0.06262, -0.28813], [-1.11360, 0.15618, -1.17799], [-2.28810, 0.60387, -0.26442], [-2.31274, -0.26598, 0.98782], [-2.69281, 0.74499, 2.63182], [0.88452, -1.53216, -0.76626], [1.30603, -1.50487, -2.34801], [2.34117, -1.67830, -0.05216], [-0.16666, -3.14715, -0.41956], [2.71785, 0.57641, 2.36476], [3.22168, 1.20300, 0.20678], [1.25093, 1.59895, -1.31765], [0.41902, 2.00170, 0.16792], [-0.93117, 0.95084, -1.91859], [-1.39905, -0.72943, -1.75447], [-3.25116, 0.49715, -0.77728], [-2.20375, 1.67081, -0.03384], [-3.08375, -1.03359, 0.94451], [-1.34213, -0.73604, 1.13867], [1.36618, -0.58599, -2.65501], [2.24014, -2.37144, 0.62100], [-0.19187, 0.71253, 2.72142]], "forces_ev_per_a": [[0.8, 0.5, 1.2], [-0.8, -0.2, 0.3], [0.0, 0.3, 0.1], [1.0, 0.3, -1.2], [-0.2, 0.2, 0.7], [-0.4, -0.1, -0.2], [-0.6, -0.4, -0.5], [-1.1, 0.2, 0.2], [-0.4, -0.6, 0.1], [0.2, 0.4, 0.1], [-0.1, 0.0, 0.1], [0.0, 0.1, 0.0], [0.2, 0.0, -0.4], [-0.1, -0.1, 0.0], [0.1, -0.2, 0.1], [0.0, 0.1, -0.3], [-0.1, -0.1, 0.0], [0.0, 0.0, 0.2], [0.1, 0.1, 0.0], [0.2, -0.2, 0.2], [0.0, 0.1, 0.1], [0.0, 0.0, -0.1], [0.0, -0.3, 0.0], [0.1, 0.2, -0.2], [1.1, -0.3, -0.5]], "nbo_charge": [-0.758, 0.224, -0.491, -0.873, -0.423, -0.441, -0.414, -0.110, 1.858, -0.992, -1.008, -0.722, 0.347, 0.182, 0.175, 0.199, 0.187, 0.230, 0.216, 0.204, 0.232, 0.263, 0.485, 0.513, 0.917]}

=====

No. 8
{"formula": "C6H12BrNO3", "method": "ωB97M-V/def2-TZVPD", "e_above_lowest_ev": 2.638, "e_homo_ev": [-9.50, -8.41], "symbols": ["C", "C", "C", "C", "C", "C", "N", "O", "O", "O", "Br", "H", "H", "H", "H", "H", "H", "H", "H", "H", "H", "H", "H"], "coordinates": [[1.61985, 1.61914, 0.67769], [-0.98655, 1.56136, 0.81682], [0.14712, -1.22420, -2.31742], [0.28813, 1.10755, 0.03412], [-0.67148, -0.81236, -1.15390], [0.16759, -0.40232, 0.01278], [-0.49271, -1.09492, 2.42975], [-1.40069, -0.47741, 2.89358], [0.27361, -1.95053, 2.71258], [-1.69797, -1.80235, -0.78829], [1.69749, -1.54864, 0.33153], [2.43898, 1.62147, -0.08459], [1.92207, 1.06507, 1.65364], [1.55221, 2.64336, 1.22843], [-1.26041, 2.56423, 0.46340], [-0.70270, 1.67426, 1.89308], [-1.59777, 0.72157, 0.43337], [-0.56061, -1.31692, -3.20625], [0.94179, -0.43532, -2.51247], [0.69446, -2.23693, -2.29454], [0.25519, 1.49209, -1.05485], [-1.27121, -0.00092, -1.50745], [-1.35638, -2.76727, -0.66101]], "forces_ev_per_a": [[0.3, 0.8, 2.0], [1.6, 0.2, -1.1], [1.1, -1.1, -2.8], [1.7, 1.0, 0.7], [-1.0, -2.8, 1.2], [1.2, 0.1, -0.2], [0.0, 1.0, -2.2], [0.5, -1.1, 0.9], [-0.9, 0.1, 1.3], [1.1, -1.7, 0.0], [-0.4, 0.7, -0.6], [-0.5, 0.0, 1.0], [-0.4, 0.0, -2.0], [-0.3, -1.1, -1.8], [-0.4, -0.4, 0.0], [-0.8, -0.8, -0.9], [-1.2, 1.2, 1.5], [1.0, 0.3, 0.9], [-1.0, -0.9, 0.0], [-0.9, 1.6, 0.6], [0.0, -0.6, 1.5], [-0.4, 0.8, 0.2], [-0.3, 2.8, -0.4]], "nbo_charge": [-0.635, -0.598, -0.636, -0.363, -0.072, 0.077, 0.554, -0.293, -0.278, -0.739, 0.081, 0.223, 0.222, 0.220, 0.214, 0.225, 0.229, 0.227, 0.221, 0.231, 0.210, 0.203, 0.479]}

=====

| no. | calculated total energy (hartree) |
| --- | --- |
| 1 | -235.77377 |
| 2 | -1581.10458 |
| 3 | -4705.76396 |
| 4 | -820.21401 |
| 5 | -2918.98128 |
| 6 | -3263.56014 |
| 7 | -3916.94972 |
| 8 | -3090.06663 |